1.
112
Properties=species:S:1:pos:R:3 method="wB97M-V/def2-TZVPD" e_tot_ha=-4024.5299 smiles="CCN[C@]1(CNC)OC(=O)[C@](C[C@H](C)Cl)(S(=O)(=O)C(F)(F)C(F)(F)F)[C@]1(S)COO.c1ccccc1.c1ccccc1.c1ccccc1.c1ccccc1.c1ccccc1" e_homo_ev=-9.24
C -5.980 0.725 2.764
C -5.176 -0.143 1.784
N -4.036 -0.736 2.478
C -3.239 -1.734 1.826
C -4.000 -2.996 1.371
N -5.123 -3.284 2.261
C -4.811 -4.287 3.286
O -2.320 -2.197 2.874
C -1.141 -1.568 2.837
O -0.228 -1.841 3.534
C -1.184 -0.470 1.765
C 0.132 -0.141 1.015
C 1.294 -1.139 1.160
C 2.336 -0.787 2.200
Cl 2.122 -1.195 -0.464
S -1.804 1.012 2.767
O -2.644 1.857 1.975
O -2.124 0.603 4.098
C -0.305 2.078 3.095
F 0.010 2.777 2.002
F 0.742 1.324 3.462
C -0.589 3.085 4.255
F -0.488 2.487 5.437
F -1.793 3.637 4.131
F 0.335 4.056 4.192
C -2.256 -1.105 0.799
S -1.496 -2.588 -0.011
C -2.875 -0.229 -0.309
O -2.042 -0.190 -1.461
O -2.837 -0.685 -2.557
H -7.010 0.381 2.852
H -6.017 1.762 2.430
H -5.510 0.727 3.748
H -4.833 0.491 0.973
H -5.837 -0.917 1.372
H -4.378 -1.170 3.331
H -3.284 -3.824 1.365
H -4.363 -2.850 0.351
H -5.881 -3.631 1.689
H -3.821 -4.087 3.698
H -4.825 -5.314 2.902
H -5.529 -4.217 4.104
H -0.133 -0.068 -0.038
H 0.519 0.840 1.262
H 0.931 -2.153 1.298
H 3.137 -1.526 2.182
H 2.781 0.184 1.971
H 1.885 -0.773 3.191
H -0.603 -1.945 -0.767
H -3.016 0.792 0.024
H -3.838 -0.652 -0.592
H -2.163 -1.191 -3.032
C 5.959 0.430 -2.649
C 4.910 -0.423 -2.963
C 4.886 -1.071 -4.192
C 5.911 -0.867 -5.105
C 6.960 -0.013 -4.790
C 6.984 0.636 -3.563
H 5.977 0.934 -1.691
H 4.116 -0.587 -2.247
H 4.069 -1.739 -4.436
H 5.892 -1.369 -6.063
H 7.759 0.146 -5.503
H 7.801 1.302 -3.318
C -7.777 0.347 -0.783
C -9.153 0.499 -0.685
C -9.753 1.664 -1.141
C -8.978 2.674 -1.694
C -7.602 2.521 -1.792
C -7.000 1.356 -1.336
H -7.306 -0.561 -0.427
H -9.756 -0.289 -0.253
H -10.826 1.786 -1.064
H -9.447 3.582 -2.050
H -6.998 3.308 -2.225
H -5.927 1.235 -1.415
C 1.524 5.217 7.165
C 1.689 4.967 8.521
C 2.408 5.855 9.308
C 2.961 6.995 8.741
C 2.796 7.246 7.386
C 2.078 6.356 6.598
H 0.964 4.522 6.553
H 1.256 4.078 8.962
H 2.538 5.659 10.365
H 3.520 7.688 9.355
H 3.226 8.135 6.944
H 1.950 6.550 5.540
C 5.899 -5.095 -2.158
C 5.662 -6.447 -1.949
C 4.436 -6.868 -1.451
C 3.447 -5.937 -1.167
C 3.682 -4.585 -1.378
C 4.910 -4.164 -1.870
H 6.855 -4.765 -2.544
H 6.433 -7.173 -2.173
H 4.252 -7.922 -1.285
H 2.490 -6.266 -0.780
H 2.911 -3.858 -1.155
H 5.100 -3.110 -2.031
C 4.481 0.379 -10.460
C 3.770 0.154 -9.289
C 4.258 0.627 -8.079
C 5.456 1.327 -8.040
C 6.166 1.553 -9.211
C 5.679 1.078 -10.421
H 4.100 0.009 -11.404
H 2.835 -0.391 -9.319
H 3.709 0.448 -7.163
H 5.835 1.694 -7.094
H 7.099 2.101 -9.181
H 6.234 1.252 -11.334

***

2.
109
Properties=species:S:1:pos:R:3 method="wB97M-V/def2-TZVPD" s2=6.01 e_tot_ha=-3759.7250 e_homo_ev="-8.19 / -8.17" multiplicity=5
Fe 0.440 -0.419 1.148
O -1.267 0.277 1.466
H -1.414 1.219 1.520
O 1.279 -1.489 -0.229
H 1.541 -2.393 0.070
N 0.739 1.572 3.582
C 1.063 0.315 3.872
C 2.107 -0.143 3.039
C 2.377 0.967 2.140
C 1.507 2.012 2.472
H 0.020 2.082 4.045
H 0.602 -0.239 4.632
H 2.501 -1.136 3.129
H 3.193 1.060 1.495
H 1.355 3.036 2.138
N -4.194 -1.879 0.962
C -4.862 -1.484 2.089
C -5.980 -0.779 1.681
C -5.934 -0.675 0.219
C -4.802 -1.344 -0.167
H -3.201 -2.223 0.936
H -4.384 -1.727 3.039
H -6.669 -0.359 2.418
H -6.583 -0.092 -0.391
H -4.302 -1.517 -1.114
N -1.791 -3.910 -0.980
C -0.624 -4.450 -1.386
C -0.463 -5.652 -0.750
C -1.460 -5.780 0.253
C -2.348 -4.720 -0.002
H -2.394 -3.353 -1.576
H -0.114 -3.949 -2.200
H 0.404 -6.281 -0.800
H -1.530 -6.488 1.060
H -3.273 -4.417 0.460
N -4.045 2.034 0.725
C -5.025 2.737 1.362
C -4.631 4.078 1.418
C -3.362 4.188 0.751
C -3.036 2.882 0.351
H -4.193 1.033 0.456
H -5.850 2.239 1.841
H -5.225 4.906 1.799
H -2.792 5.079 0.611
H -2.101 2.597 -0.120
N -3.180 2.677 3.934
C -2.960 3.503 5.027
C -2.540 2.728 6.013
C -2.440 1.373 5.556
C -2.802 1.432 4.233
H -3.424 3.022 3.027
H -3.262 4.535 5.002
H -2.448 2.995 7.056
H -2.119 0.481 6.083
H -2.723 0.618 3.476
N 2.128 1.571 -1.264
C 3.007 2.476 -0.796
C 2.309 3.692 -0.861
C 0.955 3.487 -1.119
C 0.864 2.132 -1.379
H 2.260 0.572 -1.350
H 4.063 2.287 -0.729
H 2.737 4.560 -0.431
H 0.110 4.171 -1.086
H 0.090 1.485 -1.698
N -1.242 -1.832 3.090
C -0.590 -2.896 2.509
C -0.329 -3.819 3.491
C -0.869 -3.325 4.717
C -1.409 -2.110 4.426
H -1.651 -0.996 2.654
H -0.463 -2.982 1.452
H 0.174 -4.756 3.286
H -0.954 -3.851 5.621
H -1.978 -1.461 5.090
N -0.898 -0.855 -2.139
C -0.744 -0.578 -3.490
C -1.717 0.273 -3.900
C -2.447 0.632 -2.731
C -1.953 -0.132 -1.666
H -0.172 -1.244 -1.558
H -0.014 -1.128 -3.990
H -1.933 0.567 -4.897
H -3.393 1.182 -2.593
H -2.288 -0.202 -0.611
F 4.666 -0.384 -0.730
C 5.698 -0.121 -1.579
C 6.983 -0.326 -1.127
C 8.042 -0.068 -1.982
C 7.838 0.513 -3.233
C 6.510 0.738 -3.643
C 5.384 0.414 -2.813
H 7.151 -0.628 -0.127
H 9.126 -0.249 -1.847
H 8.781 0.859 -3.645
H 6.410 1.358 -4.528
H 4.359 0.694 -3.001
F 3.948 -2.669 -5.263
C 3.689 -1.348 -5.403
C 2.708 -0.790 -4.643
C 2.488 0.591 -4.858
C 3.283 1.333 -5.673
C 4.300 0.712 -6.488
C 4.477 -0.637 -6.354
H 2.151 -1.392 -3.980
H 1.659 1.117 -4.314
H 3.061 2.410 -5.680
H 4.921 1.278 -7.155
H 5.331 -1.111 -6.856